No. 1
The following is a quantum chemistry calculation of a structure of composition C23H28ClIrN4O2Si, from the Open Molecules 2025 dataset.

Last column: Löwdin charge in e.
Positions of all 60 atoms, in Å:
1 Ir -0.046 0.316 0.540  1.190
2 O -5.105 0.427 -1.318  0.058
3 C -4.412 0.985 -2.325  -0.266
4 C -5.131 1.362 -3.460  -0.015
5 C -4.487 1.931 -4.538  -0.081
6 C -3.109 2.141 -4.517  -0.091
7 C -2.393 1.766 -3.401  -0.023
8 C -3.020 1.186 -2.295  -0.076
9 C -2.188 0.814 -1.135  -0.407
10 O -0.920 0.904 -1.251  -0.166
11 N -2.821 0.408 -0.023  0.083
12 N -1.923 0.109 0.953  -0.233
13 C -2.244 -0.247 2.157  -0.063
14 C -1.105 -0.499 3.024  -0.252
15 C -1.230 -0.884 4.355  -0.008
16 C -0.097 -1.083 5.116  -0.051
17 C 1.147 -0.898 4.525  -0.044
18 C 1.214 -0.525 3.201  -0.125
19 N 0.123 -0.328 2.451  -0.096
20 H -4.483 0.272 -0.572  0.063
21 H -6.199 1.194 -3.463  0.117
22 H -5.064 2.218 -5.409  0.103
23 H -2.608 2.590 -5.364  0.098
24 H -1.322 1.910 -3.354  0.114
25 H -3.274 -0.347 2.468  0.136
26 H -2.219 -1.015 4.770  0.120
27 H -0.178 -1.376 6.154  0.111
28 H 2.063 -1.043 5.080  0.110
29 H 2.164 -0.394 2.701  0.108
30 C 6.179 1.191 -0.753  -0.037
31 C 4.719 1.006 -0.464  -0.256
32 C 3.894 0.292 -1.326  -0.004
33 C 2.555 0.139 -1.032  -0.114
34 N 1.984 0.657 0.065  -0.111
35 C 2.766 1.378 0.883  -0.131
36 C 4.117 1.558 0.658  -0.003
37 H 6.609 0.290 -1.189  0.084
38 H 6.732 1.440 0.152  0.080
39 H 6.324 2.004 -1.467  0.092
40 H 4.287 -0.159 -2.227  0.123
41 H 1.899 -0.412 -1.688  0.082
42 H 2.276 1.817 1.741  0.052
43 H 4.691 2.141 1.367  0.120
44 Cl 0.232 2.892 2.800  0.411
45 C -0.214 2.418 1.081  -0.669
46 H 0.389 3.069 0.447  -0.010
47 H -1.253 2.740 1.000  -0.015
48 C -1.375 -3.053 0.496  -0.233
49 Si 0.051 -2.012 -0.184  0.420
50 C 1.610 -2.911 0.425  -0.229
51 C -0.062 -2.258 -2.064  -0.225
52 H -1.334 -4.056 0.063  0.028
53 H -2.351 -2.626 0.251  0.017
54 H -1.320 -3.165 1.583  0.018
55 H 1.637 -3.945 0.069  0.025
56 H 1.619 -2.943 1.519  0.010
57 H 2.536 -2.429 0.103  0.006
58 H 0.301 -3.249 -2.353  0.025
59 H 0.478 -1.516 -2.654  0.003
60 H -1.108 -2.190 -2.374  0.026

Orbital gap (eV): 6.53
Lowest unoccupied orbital energy (eV): -0.576
HOMO (eV): -7.1057
Energy (Ha): -2116.83439
ΔE to the lowest compared entry with this formula, charge and spin (kJ/mol): 9.9
Charge: 0

***

No. 2
The following is a quantum chemistry calculation of a cluster of 2 separate species, C23H28ClN3O4 in total, from the Open Molecules 2025 dataset.

Last column: Löwdin charge in e.
Positions of all 59 atoms, in Å:
1 O 0.123 -4.696 -3.370  0.066
2 O 0.861 -0.983 -3.596  0.043
3 Cl 6.063 4.567 3.831  0.689
4 N 3.302 1.697 -0.289  0.150
5 O 4.340 3.405 2.005  0.044
6 O 2.411 1.595 -1.394  0.012
7 C -0.306 -4.673 -2.227  -0.566
8 C 0.764 -1.681 -2.594  -0.464
9 C 2.611 2.105 0.747  -0.151
10 C 4.766 3.523 3.302  -0.690
11 C 4.034 2.708 4.118  -0.075
12 C 3.085 2.033 3.267  -0.006
13 C 3.299 2.499 1.993  -0.186
14 C 1.213 2.293 0.363  -0.073
15 C 1.184 2.024 -0.981  -0.232
16 C -2.103 3.639 2.737  -0.090
17 C -1.834 4.239 1.504  -0.074
18 C -1.286 2.603 3.196  -0.076
19 C -0.743 3.810 0.740  -0.031
20 C -0.207 2.165 2.418  -0.034
21 C 0.086 2.766 1.186  -0.171
22 N 1.864 -1.904 -1.864  0.053
23 N -0.661 -3.555 -1.594  0.091
24 C -0.462 -5.961 -1.452  0.002
25 C 0.032 2.150 -1.935  0.006
26 C 1.999 -2.580 -0.575  -0.058
27 C -3.436 -2.372 -0.399  -0.078
28 C -3.401 0.086 -0.714  -0.075
29 C -2.871 -1.243 -1.261  -0.412
30 C -1.333 -1.212 -1.263  -0.118
31 C -0.636 -2.219 -2.201  -0.181
32 H 4.157 2.598 5.190  0.110
33 H 2.369 1.281 3.575  0.104
34 H -2.945 3.977 3.335  0.101
35 H -2.464 5.048 1.144  0.103
36 H -1.496 2.130 4.150  0.102
37 H -0.534 4.305 -0.203  0.114
38 H 0.385 1.329 2.765  0.095
39 H 2.697 -1.489 -2.254  0.146
40 H -1.016 -3.638 -0.656  0.127
41 H 0.124 -5.910 -0.537  0.077
42 H -1.513 -6.113 -1.219  0.080
43 H -0.105 -6.785 -2.068  0.087
44 H 0.070 1.350 -2.677  0.074
45 H 0.098 3.103 -2.466  0.097
46 H -0.925 2.105 -1.410  0.070
47 H 1.187 -2.295 0.094  0.071
48 H 1.994 -3.661 -0.722  0.075
49 H 2.945 -2.294 -0.114  0.088
50 H -3.213 -3.334 -0.856  0.065
51 H -3.018 -2.330 0.606  0.084
52 H -4.521 -2.277 -0.337  0.078
53 H -3.099 0.900 -1.372  0.071
54 H -4.490 0.064 -0.681  0.078
55 H -3.012 0.266 0.289  0.084
56 H -3.235 -1.357 -2.282  0.139
57 H -1.050 -0.227 -1.611  0.086
58 H -0.952 -1.311 -0.246  0.121
59 H -1.200 -2.262 -3.135  0.157

Orbital gap (eV): 9.23
Lowest unoccupied orbital energy (eV): 0.380
HOMO (eV): -8.8516
Energy (Ha): -1818.61752
Structure (SMILES): Cc1onc(-c2ccc(Cl)o2)c1-c1ccccc1.CNC(=O)[C@H](CC(C)C)NC(C)=O
ΔE to the lowest compared entry with this formula, charge and spin (kJ/mol): 123.0
Charge: 0

***

No. 3
The following is a quantum chemistry calculation of a structure of composition C23H28EuN2O7, from the Open Molecules 2025 dataset.

Last column: Löwdin charge in e.
Positions of all 61 atoms, in Å:
1 Eu -14.434 -0.248 8.470  1.721
2 C -16.216 -0.805 11.303  -0.132
3 C -14.902 -1.478 11.703  -0.162
4 O -14.252 -2.008 10.532  -0.231
5 C -12.857 -2.434 10.580  -0.134
6 C -11.802 -1.343 10.626  -0.168
7 O -12.044 -0.321 9.636  -0.216
8 C -11.503 0.949 10.094  -0.169
9 C -12.282 2.122 9.574  -0.129
10 O -13.748 2.023 9.719  -0.246
11 C -14.331 2.035 11.044  -0.160
12 C -15.801 1.637 10.970  -0.155
13 O -16.026 0.333 10.419  -0.253
14 H -16.749 -0.490 12.218  0.137
15 H -16.809 -1.502 10.726  0.132
16 H -15.174 -2.286 12.393  0.136
17 H -14.253 -0.759 12.213  0.117
18 H -12.718 -3.016 9.656  0.130
19 H -12.744 -3.077 11.449  0.132
20 H -10.824 -1.798 10.400  0.144
21 H -11.748 -0.896 11.629  0.117
22 H -10.474 1.021 9.731  0.141
23 H -11.442 0.952 11.188  0.115
24 H -12.127 2.240 8.490  0.136
25 H -11.958 3.034 10.090  0.137
26 H -14.314 3.059 11.449  0.138
27 H -13.781 1.379 11.719  0.112
28 H -16.348 2.340 10.337  0.136
29 H -16.227 1.669 11.977  0.131
30 C -15.110 4.113 7.385  -0.035
31 O -14.647 4.003 5.975  -0.105
32 C -13.670 3.177 5.535  -0.241
33 C -12.794 3.558 4.497  -0.026
34 C -11.886 2.630 3.935  -0.127
35 C -11.849 1.298 4.377  -0.092
36 C -12.767 0.815 5.340  -0.153
37 C -12.639 -0.613 5.678  -0.088
38 N -13.420 -1.291 6.488  -0.179
39 N -13.421 -2.616 6.740  0.017
40 C -14.584 -3.038 7.338  -0.528
41 O -15.541 -2.278 7.663  -0.168
42 C -14.630 -4.455 7.677  -0.170
43 C -15.474 -4.904 8.720  -0.037
44 C -15.632 -6.250 8.930  -0.102
45 C -15.004 -7.163 8.078  -0.097
46 C -14.218 -6.728 7.008  -0.084
47 C -14.012 -5.367 6.809  -0.028
48 C -13.736 1.762 5.926  -0.314
49 O -14.686 1.395 6.715  -0.236
50 H -15.829 4.947 7.322  0.087
51 H -14.283 4.357 8.058  0.078
52 H -15.616 3.184 7.659  0.059
53 H -12.799 4.594 4.134  0.108
54 H -11.230 2.946 3.117  0.088
55 H -11.112 0.599 3.978  0.095
56 H -11.778 -1.105 5.196  0.107
57 H -15.991 -4.161 9.334  0.107
58 H -16.258 -6.588 9.757  0.100
59 H -15.091 -8.218 8.334  0.097
60 H -13.803 -7.462 6.322  0.099
61 H -13.408 -4.975 5.984  0.109

Orbital gap (spin up / spin down) (eV): 5.85 / 5.95
Lowest unoccupied orbital energy (spin up / spin down) (eV): -0.141 / -0.142
HOMO (spin up / spin down) (eV): -5.9957 / -6.0929
Energy (Ha): -2239.69332
Charge: 0
Spin multiplicity: 8

***

No. 4
The following is a quantum chemistry calculation of a structure of composition C23H28F7IrN4S, from the Open Molecules 2025 dataset.

Last column: Löwdin charge in e.
Positions of all 64 atoms, in Å:
1 Ir 0.505 0.597 0.502  1.061
2 C -2.060 0.352 -1.852  -0.073
3 C -1.758 1.780 -1.428  -0.227
4 N -1.388 1.923 -0.009  -0.253
5 C -2.590 1.756 0.827  -0.232
6 C -2.346 1.912 2.323  -0.064
7 C -0.792 3.248 0.240  -0.181
8 C 0.499 3.480 -0.541  -0.221
9 N 1.441 2.422 -0.300  -0.066
10 C 2.673 2.489 -0.810  -0.190
11 C 3.653 1.557 -0.377  -0.178
12 F 3.288 0.663 0.574  -0.015
13 C 4.940 1.525 -0.871  -0.218
14 F 5.779 0.587 -0.421  0.099
15 C 5.367 2.437 -1.825  0.082
16 C 4.440 3.366 -2.276  -0.215
17 F 4.804 4.235 -3.217  0.114
18 C 3.141 3.402 -1.798  -0.129
19 F 2.306 4.311 -2.326  0.086
20 H -2.147 0.323 -2.935  0.091
21 H -2.979 -0.033 -1.416  0.071
22 H -1.235 -0.293 -1.560  0.006
23 H -2.622 2.419 -1.643  0.137
24 H -0.923 2.128 -2.034  0.109
25 H -2.984 0.758 0.633  0.081
26 H -3.351 2.482 0.509  0.137
27 H -1.414 1.433 2.608  0.039
28 H -3.157 1.434 2.868  0.083
29 H -2.305 2.951 2.633  0.083
30 H -0.564 3.325 1.306  0.114
31 H -1.516 4.033 -0.021  0.144
32 H 0.924 4.437 -0.217  0.142
33 H 0.280 3.586 -1.612  0.111
34 H 6.370 2.424 -2.219  0.139
35 F -6.451 -3.582 -0.509  0.093
36 C -5.259 -3.068 -0.183  -0.249
37 C -5.177 -2.149 0.861  0.015
38 C -3.952 -1.652 1.220  -0.025
39 C -2.770 -2.042 0.529  -0.319
40 C -1.527 -1.578 0.923  0.028
41 C -2.914 -2.944 -0.563  -0.019
42 C -4.133 -3.470 -0.898  0.012
43 H -6.077 -1.874 1.387  0.127
44 H -3.856 -0.984 2.060  0.113
45 H -0.645 -1.969 0.443  0.015
46 H -1.429 -0.996 1.821  0.046
47 H -2.029 -3.225 -1.112  0.120
48 H -4.241 -4.188 -1.696  0.127
49 S 1.525 -0.995 -1.272  0.723
50 C 2.143 -2.368 -0.512  -0.800
51 N 2.841 -3.304 -1.159  0.035
52 C 3.366 -4.306 -0.243  -0.113
53 C 2.545 -4.040 1.033  -0.107
54 N 1.989 -2.720 0.766  0.040
55 H 3.148 -3.222 -2.115  0.152
56 H 4.438 -4.142 -0.084  0.129
57 H 3.223 -5.310 -0.644  0.126
58 H 3.160 -4.041 1.934  0.128
59 H 1.738 -4.774 1.152  0.128
60 H 1.486 -2.178 1.452  0.113
61 F 0.346 -0.458 3.407  -0.032
62 C 1.115 0.395 2.644  -0.368
63 F 0.951 1.632 3.219  -0.018
64 H 2.162 0.108 2.827  0.109

Orbital gap (spin up / spin down) (eV): 5.64 / 5.79
Lowest unoccupied orbital energy (spin up / spin down) (eV): -4.596 / -4.560
HOMO (spin up / spin down) (eV): -10.2325 / -10.3462
Energy (Ha): -2313.45107
ΔE to the lowest compared entry with this formula, charge and spin (kJ/mol): 0.0
Charge: +1
Spin multiplicity: 2